Here is a structure of composition C17H34NO6S3Yb from OMol25. Energies are from ωB97M-V/def2-TZVPD.

Calculated values
Charge: +2
Energy above the lowest of the compared OMol25 structures with the same formula, charge and spin (kcal per mole): 7.7
HOMO energy (spin up / spin down) (eV): -13.6 / -13.6
M (g/mol): 617.7
Multiplicity: 2
Frontier orbital gap (spin up / spin down) (eV): 9.167 / 8.322

Geometry (Å):
Yb (0.30, -0.67, -0.62)
C (-3.11, -0.59, -1.03)
C (-2.78, -1.63, 0.02)
O (-1.56, -2.24, -0.41)
C (-1.36, -3.61, -0.03)
C (0.14, -3.87, -0.15)
O (0.70, -3.02, -1.16)
C (0.42, -3.40, -2.51)
C (0.79, -2.22, -3.38)
O (0.09, -1.04, -2.92)
C (-1.20, -0.79, -3.49)
C (-1.77, 0.41, -2.77)
O (-1.90, 0.12, -1.36)
H (-3.85, 0.11, -0.66)
H (-3.49, -1.08, -1.93)
H (-3.59, -2.36, 0.07)
H (-2.62, -1.20, 1.01)
H (-1.96, -4.24, -0.68)
H (-1.68, -3.77, 1.00)
H (0.34, -4.92, -0.39)
H (0.66, -3.61, 0.76)
H (-0.64, -3.66, -2.62)
H (1.03, -4.27, -2.78)
H (0.55, -2.41, -4.42)
H (1.85, -2.00, -3.29)
H (-1.83, -1.67, -3.37)
H (-1.09, -0.57, -4.56)
H (-2.72, 0.71, -3.20)
H (-1.07, 1.24, -2.84)
O (-0.12, -0.64, 1.48)
S (0.61, 0.25, 2.55)
C (0.54, -0.72, 4.07)
C (-0.25, 0.10, 5.08)
C (-1.37, 0.78, 4.29)
C (-0.67, 1.41, 3.09)
H (1.56, -0.97, 4.35)
H (0.02, -1.63, 3.77)
H (0.39, 0.85, 5.55)
H (-0.62, -0.54, 5.88)
H (-1.90, 1.53, 4.88)
H (-2.10, 0.04, 3.96)
H (-0.15, 2.33, 3.35)
H (-1.30, 1.60, 2.22)
C (3.28, 3.38, 1.30)
C (2.70, 2.89, -0.02)
S (0.90, 2.80, 0.06)
O (0.53, 1.50, -0.68)
C (0.38, 4.10, -1.04)
C (0.87, 3.98, -2.47)
H (4.36, 3.44, 1.21)
H (3.05, 2.69, 2.11)
H (2.92, 4.37, 1.57)
H (3.00, 1.87, -0.25)
H (2.98, 3.53, -0.86)
H (0.70, 5.02, -0.55)
H (-0.71, 4.07, -0.97)
H (1.90, 4.32, -2.58)
H (0.25, 4.60, -3.12)
H (0.81, 2.95, -2.83)
S (3.49, -1.68, 2.05)
C (2.90, -1.17, 0.65)
N (2.42, -0.80, -0.37)

---

Here is a structure of composition C2H3ClN3OP3 at a distorted geometry from OMol25. Energies are from ωB97M-V/def2-TZVPD.

Calculated values
Charge: 0
Energy above the lowest of the compared OMol25 structures with the same formula, charge and spin (kcal per mole): 43.3
HOMO energy (spin up / spin down) (eV): -9.0 / -9.0
M (g/mol): 213.4
Frontier orbital gap (spin up / spin down) (eV): 6.883 / 6.884

Geometry (Å):
C (-2.34, 0.42, 0.10)
C (-1.35, 0.02, -0.65)
N (2.45, -0.73, -0.19)
N (2.09, 1.88, -0.14)
N (0.61, -1.15, 1.95)
O (-0.05, 0.49, -0.45)
P (1.08, -1.25, 0.55)
P (3.21, 0.67, -0.27)
P (0.54, 1.91, 0.12)
Cl (0.52, -2.80, -0.65)
H (-3.38, 0.06, 0.10)
H (-2.17, 1.22, 0.81)
H (-1.19, -0.74, -1.29)

---

Here is an isolated molecule of C3H2N2O2 at a distorted geometry from OMol25. Energies are from ωB97M-V/def2-TZVPD.

Calculated values
Charge: 0
Energy above the lowest of the compared OMol25 structures with the same formula, charge and spin (kcal per mole): 112.4
HOMO energy (spin up / spin down) (eV): -9.9 / -9.9
M (g/mol): 98.1
Frontier orbital gap (spin up / spin down) (eV): 8.827 / 8.825

Geometry (Å):
O (0.57, 0.59, -1.99)
C (0.47, -0.47, -1.45)
C (-0.67, -0.77, -0.41)
N (-1.31, -0.21, 0.44)
C (-0.64, 0.60, 1.38)
N (0.64, 0.63, 1.24)
O (1.20, -0.12, 0.39)
H (0.96, -1.41, -1.72)
H (-1.20, 1.16, 2.12)

---

Here is a structure of composition C6H12N at a distorted geometry from OMol25. Energies are from ωB97M-V/def2-TZVPD.

Calculated values
Charge: +1
Energy above the lowest of the compared OMol25 structures with the same formula, charge and spin (kcal per mole): 89.1
HOMO energy (eV): -15.2
M (g/mol): 98.2
Frontier orbital gap (eV): 11.444

Geometry (Å):
C (-1.59, 1.00, 0.15)
C (-0.62, 1.70, -0.42)
C (-0.87, -0.22, 0.56)
C (-1.35, -1.63, 0.04)
C (1.54, 0.45, 0.97)
C (1.14, -0.22, -1.27)
N (0.52, 0.26, -0.04)
H (-2.59, 1.35, 0.31)
H (-0.42, 2.65, -0.90)
H (-0.58, -0.39, 1.55)
H (-2.09, -1.98, 0.62)
H (-0.32, -2.08, 0.00)
H (-1.79, -1.52, -1.00)
H (2.44, 1.09, 0.68)
H (1.01, 1.06, 1.86)
H (1.88, -0.48, 1.32)
H (0.29, -0.59, -1.89)
H (1.73, 0.63, -1.67)
H (1.66, -1.08, -0.86)

---

Here is a structure of composition C28H32MgN10O8S2 from OMol25. Energies are from ωB97M-V/def2-TZVPD.

Calculated values
Charge: 0
Energy above the lowest of the compared OMol25 structures with the same formula, charge and spin (kcal per mole): 0.0
HOMO energy (eV): -7.7
M (g/mol): 725.1
Frontier orbital gap (eV): 7.160

Geometry (Å):
Mg (2.04, 0.32, -0.38)
O (3.92, -0.11, -1.16)
C (4.90, 0.64, -1.20)
C (4.91, 2.05, -0.96)
C (6.15, 2.71, -1.01)
C (6.21, 4.06, -0.82)
C (5.04, 4.81, -0.57)
C (3.83, 4.19, -0.51)
C (3.70, 2.78, -0.70)
O (2.56, 2.22, -0.65)
N (7.50, 4.74, -0.87)
O (8.49, 4.06, -1.08)
O (7.51, 5.94, -0.70)
H (5.88, 0.20, -1.45)
H (7.05, 2.16, -1.22)
H (5.13, 5.88, -0.42)
H (2.92, 4.75, -0.33)
S (-0.87, -1.61, 1.91)
C (-1.28, -1.75, 0.32)
N (-1.53, -1.82, -0.82)
C (-0.21, -5.40, 0.89)
C (-0.14, -5.72, -0.60)
C (-1.40, -5.26, -1.34)
C (1.12, -5.17, -1.26)
N (1.28, -3.72, -1.12)
C (0.99, -2.73, -1.98)
N (1.43, -1.61, -1.47)
N (1.95, -1.93, -0.27)
N (1.87, -3.18, -0.05)
H (-1.07, -5.91, 1.33)
H (-0.34, -4.33, 1.07)
H (0.69, -5.73, 1.41)
H (-0.04, -6.80, -0.73)
H (-1.54, -4.18, -1.26)
H (-2.28, -5.75, -0.92)
H (-1.35, -5.52, -2.40)
H (1.12, -5.37, -2.33)
H (2.02, -5.60, -0.83)
H (0.48, -2.87, -2.92)
N (2.37, 0.39, 1.74)
C (2.12, 0.25, 2.85)
C (1.81, 0.08, 4.24)
C (0.47, 0.05, 4.64)
C (0.18, -0.12, 5.98)
C (1.21, -0.25, 6.91)
C (2.54, -0.22, 6.50)
C (2.85, -0.05, 5.16)
H (-0.31, 0.13, 3.90)
H (-0.85, -0.15, 6.30)
H (0.97, -0.38, 7.95)
H (3.33, -0.32, 7.23)
H (3.87, -0.03, 4.83)
C (-7.94, 2.25, -2.15)
C (-6.65, 1.86, -1.45)
S (-5.74, 0.70, -2.45)
O (-6.44, -0.56, -2.43)
O (-5.44, 1.33, -3.72)
C (-4.20, 0.50, -1.58)
C (-3.26, 1.66, -1.90)
N (-2.03, 1.58, -1.11)
C (-0.86, 1.04, -1.51)
N (0.02, 1.00, -0.52)
C (-0.60, 1.52, 0.58)
C (-1.86, 1.86, 0.24)
N (-2.85, 2.43, 1.10)
O (-2.52, 2.62, 2.25)
O (-3.97, 2.61, 0.65)
C (-0.60, 0.55, -2.89)
H (-8.49, 2.96, -1.53)
H (-8.57, 1.38, -2.32)
H (-7.73, 2.72, -3.11)
H (-6.83, 1.36, -0.50)
H (-5.99, 2.71, -1.27)
H (-3.79, -0.46, -1.89)
H (-4.43, 0.44, -0.52)
H (-3.72, 2.61, -1.71)
H (-2.98, 1.63, -2.95)
H (-0.12, 1.62, 1.54)
H (-1.11, 1.15, -3.64)
H (-0.95, -0.48, -2.96)
H (0.47, 0.59, -3.09)

---

Here is a cluster of 2 separate species, C17H22Cl2N2O4S in total at a distorted geometry from OMol25. Energies are from ωB97M-V/def2-TZVPD.

Calculated values
Charge: +2
HOMO energy (eV): -14.1
M (g/mol): 421.3
Frontier orbital gap (eV): 6.447

Geometry (Å):
C (-1.23, 4.49, 2.93)
C (-0.35, 5.72, 3.11)
Cl (-0.73, 6.48, 4.68)
C (1.14, 5.42, 3.12)
C (1.64, 4.72, 1.87)
O (0.79, 5.00, 0.73)
S (0.73, 3.74, -0.19)
O (1.76, 3.82, -1.14)
O (-0.53, 3.42, -0.72)
O (1.04, 2.65, 0.93)
C (1.91, 3.23, 1.92)
Cl (3.60, 2.83, 1.44)
H (-0.70, 3.69, 2.42)
H (-1.52, 4.11, 3.89)
H (-2.10, 4.73, 2.35)
H (-0.55, 6.47, 2.37)
H (1.64, 6.37, 3.17)
H (1.38, 4.88, 4.03)
H (2.60, 5.17, 1.65)
H (1.80, 2.74, 2.87)
C (-1.68, -7.47, 0.78)
N (-1.29, -6.21, 0.08)
C (-2.15, -5.67, -0.80)
C (-1.84, -4.50, -1.45)
C (-0.63, -3.86, -1.18)
C (0.24, -4.45, -0.28)
C (-0.11, -5.63, 0.33)
C (-0.29, -2.56, -1.83)
C (0.00, -1.44, -1.07)
C (0.35, -0.26, -1.69)
N (0.42, -0.19, -3.02)
C (0.13, -1.25, -3.78)
C (-0.23, -2.45, -3.22)
C (0.85, 1.08, -3.68)
H (-1.90, -8.23, 0.03)
H (-2.56, -7.26, 1.38)
H (-0.86, -7.79, 1.41)
H (-3.08, -6.19, -0.97)
H (-2.56, -4.08, -2.14)
H (1.20, -4.01, -0.05)
H (0.54, -6.12, 1.04)
H (-0.05, -1.47, 0.01)
H (0.58, 0.63, -1.12)
H (0.21, -1.12, -4.85)
H (-0.44, -3.29, -3.86)
H (0.07, 1.38, -4.37)
H (1.78, 0.88, -4.21)
H (1.00, 1.85, -2.93)

---

Results for electronic energy: -3527.20638; -1801.70089; -375.33233; -290.17997; -3232.08882; -2389.46748 (in a.u., following the order of the records).